# 1
10 unconnected molecules or ions with the total composition C20H45N5O15 at a distorted geometry. Source: the Open Molecules 2025 dataset; level of theory: ωB97M-V with the def2-TZVPD basis set.

```
! wB97M-V def2-TZVPD RIJCOSX def2/J DEFGRID3
* xyz 0 1
C 0.5917 -0.4985 1.8831
N 0.8453 0.0737 0.4598
O 0.5938 1.2235 0.2174
O 1.4656 -0.7059 -0.2729
H 0.2245 -1.5320 1.8831
H -0.1702 0.1960 2.3580
H 1.5584 -0.5489 2.3657
C 4.2866 1.5782 1.4126
N 5.0279 0.4810 2.0496
O 6.0182 0.0792 1.4701
O 4.6656 0.0637 3.0685
H 3.2784 1.3490 1.2485
H 4.8487 1.7686 0.4585
H 4.4195 2.4547 2.0648
C -1.2610 4.8565 3.0720
N -1.7849 4.7282 1.7179
O -1.3974 5.5826 0.9039
O -2.5937 3.8597 1.4629
H -0.4457 5.5955 3.1015
H -1.0732 3.8782 3.4439
H -2.1261 5.2819 3.6736
C -3.5409 0.8242 4.2177
N -3.0087 2.0578 4.8052
O -1.7890 2.0851 4.9497
O -3.7599 2.9381 5.1768
H -2.7883 0.4231 3.4813
H -4.5598 1.0565 3.7519
H -3.7331 0.0599 4.9240
C 5.7112 -4.1685 1.2355
N 4.6087 -4.1392 2.2301
O 3.5409 -3.6812 1.8933
O 4.8543 -4.5147 3.3507
H 5.2982 -3.8757 0.2274
H 6.1731 -5.1462 1.1736
H 6.4827 -3.6114 1.6629
C 2.6361 1.8065 -2.5056
C 2.4957 3.1635 -1.8226
C 1.3626 4.0016 -2.2338
O 3.3032 3.5064 -0.9489
H 3.2633 1.2373 -1.8318
H 3.2440 1.9916 -3.4391
H 1.7025 1.3224 -2.8088
H 1.5466 5.0729 -2.2271
H 0.5511 3.8465 -1.4710
H 1.0982 3.7069 -3.2226
C 0.8685 -1.6915 -3.9625
C 0.6199 -3.1664 -4.2887
C -0.8702 -3.5582 -4.4556
O 1.4835 -3.9356 -4.5521
H 0.2924 -1.0327 -4.6382
H 1.9134 -1.4846 -4.0512
H 0.5747 -1.4720 -2.9664
H -1.1990 -2.8422 -5.2090
H -1.4470 -3.4297 -3.5124
H -0.9465 -4.5477 -4.8605
C 0.3815 -4.3485 1.9282
C 0.3257 -3.8087 0.5019
C 1.5205 -4.0876 -0.3670
O -0.6261 -3.1912 0.0969
H -0.6646 -4.3642 2.4114
H 0.9435 -3.5693 2.4479
H 0.8674 -5.2615 1.7700
H 1.2039 -3.9744 -1.4104
H 2.0547 -5.0637 -0.2594
H 2.1899 -3.2492 -0.1549
C -2.9578 -0.4777 -0.3454
C -3.3429 -1.4215 0.8056
C -3.5124 -2.8399 0.3770
O -3.4333 -1.1409 1.9937
H -2.9721 0.5586 -0.0797
H -3.5784 -0.6791 -1.2296
H -1.9505 -0.6781 -0.6631
H -2.6566 -3.4201 0.5822
H -3.6741 -2.9574 -0.7203
H -4.4002 -3.3162 0.9025
C -5.1360 3.6069 -2.7227
C -3.7485 2.9231 -2.7306
C -2.6296 3.6491 -2.0594
O -3.4436 1.9028 -3.2784
H -5.2104 4.5789 -3.2900
H -5.6029 3.7111 -1.7460
H -5.8435 2.9228 -3.2796
H -1.8333 3.9505 -2.7871
H -2.1594 2.9632 -1.3268
H -3.0654 4.5144 -1.4818
*
```

Properties
structure (SMILES) = C[N+](=O)[O-].C[N+](=O)[O-].C[N+](=O)[O-].C[N+](=O)[O-].C[N+](=O)[O-].CC(C)=O.CC(C)=O.CC(C)=O.CC(C)=O.CC(C)=O
max |F| = 4.843 eV Å⁻¹
highest occupied orbital energy = -9.532 eV


# 2
C2H5ClOS in the gas phase at a distorted geometry. Source: the Open Molecules 2025 dataset; level of theory: ωB97M-V with the def2-TZVPD basis set.

```
! wB97M-V def2-TZVPD RIJCOSX def2/J DEFGRID3
* xyz 0 1
C -0.2236 -0.3027 0.5210
C 0.4248 -0.3891 -0.9111
O 1.6581 -0.9003 -0.7629
S 0.4830 1.3925 -1.5760
Cl -0.4075 -1.3652 -2.1989
H -1.1170 0.3904 0.5515
H -0.5718 -1.2105 0.7292
H 0.5833 0.1152 1.0604
H 2.1615 -0.4738 -0.1083
H -0.5858 1.3008 -2.4018
*
```

Properties
energy above the lowest of the compared OMol25 structures with the same formula, charge and spin = 0.599 eV
structure (SMILES) = C[C@](O)(S)Cl
max |F| = 5.224 eV Å⁻¹
highest occupied orbital energy = -9.395 eV


# 3
15 unconnected molecules or ions with the total composition C60H165N15O15 at a distorted geometry. Source: the Open Molecules 2025 dataset; level of theory: ωB97M-V with the def2-TZVPD basis set.

```
! wB97M-V def2-TZVPD RIJCOSX def2/J DEFGRID3
* xyz 0 1
C -10.8842 -25.4118 -7.2015
C -10.8095 -23.8792 -7.2832
C -10.0083 -23.1744 -6.2195
O -10.6986 -23.3079 -4.9707
C -10.0124 -22.8996 -3.8303
N -10.3950 -23.4997 -8.6346
H -11.4577 -25.7046 -6.3190
H -9.9254 -25.9187 -7.3329
H -11.5005 -25.7778 -8.0269
H -11.8793 -23.6468 -7.2582
H -9.8342 -22.1010 -6.3866
H -8.9579 -23.4964 -6.1448
H -9.1932 -23.5552 -3.5154
H -10.7197 -22.9827 -2.9931
H -9.7578 -21.8358 -3.7376
H -10.6333 -22.5438 -8.8846
H -9.3832 -23.5851 -8.7171
C -10.4403 -20.6451 -0.1200
C -9.1937 -20.5797 -0.9969
C -8.3727 -19.3351 -0.6615
O -8.9506 -18.0840 -0.9327
C -9.4117 -17.9626 -2.2558
N -8.3974 -21.7966 -0.7750
H -10.1627 -20.7314 0.9338
H -11.0908 -21.5051 -0.3056
H -11.0815 -19.7699 -0.2637
H -9.4997 -20.5728 -2.0444
H -7.4348 -19.4558 -1.2220
H -8.1020 -19.3868 0.3944
H -9.7440 -16.9716 -2.5674
H -10.3285 -18.5445 -2.3833
H -8.6506 -18.2536 -2.9897
H -8.9481 -22.6333 -0.9284
H -8.1295 -21.8514 0.2042
C -5.9651 -24.5718 -4.7744
C -4.5701 -24.9780 -4.2544
C -3.7885 -25.7390 -5.3076
O -3.9982 -27.1355 -5.1610
C -3.4762 -27.8783 -6.2466
N -3.8017 -23.7849 -3.8591
H -6.6468 -25.4050 -4.9401
H -5.8551 -24.1365 -5.7729
H -6.3880 -23.8141 -4.1128
H -4.7218 -25.5337 -3.3223
H -2.7058 -25.5665 -5.2478
H -4.0623 -25.4173 -6.3210
H -2.3851 -27.7734 -6.3177
H -3.8827 -27.5363 -7.2009
H -3.5907 -28.9484 -6.0904
H -2.9701 -24.0697 -3.3508
H -4.3458 -23.2908 -3.1556
C -10.4042 -26.3464 -2.9040
C -9.9461 -27.6545 -3.5116
C -8.8281 -27.4040 -4.4875
O -8.3063 -28.5638 -5.0587
C -7.3349 -28.2375 -6.0173
N -9.5419 -28.6297 -2.4851
H -10.5633 -25.5989 -3.6860
H -9.6921 -25.9788 -2.1603
H -11.3525 -26.3680 -2.3619
H -10.7142 -28.1619 -4.1178
H -8.0715 -26.8214 -3.9334
H -9.2080 -26.7022 -5.2425
H -7.0033 -29.1413 -6.5298
H -6.4698 -27.7154 -5.5996
H -7.7346 -27.6441 -6.8487
H -9.2863 -29.4587 -3.0250
H -10.3186 -29.0146 -1.9540
C -17.3566 -19.5295 -4.5077
C -16.0853 -20.3715 -4.7189
C -15.5324 -20.8839 -3.3832
O -14.4280 -21.7198 -3.6483
C -13.8254 -22.1872 -2.4483
N -16.4071 -21.4363 -5.6808
H -17.1529 -18.6257 -3.9290
H -18.1483 -20.1060 -4.0226
H -17.7652 -19.2153 -5.4671
H -15.3659 -19.6916 -5.1810
H -16.3357 -21.4391 -2.8772
H -15.4026 -20.0224 -2.7138
H -14.4597 -22.8203 -1.8262
H -13.3755 -21.3582 -1.8933
H -13.0023 -22.8031 -2.8230
H -16.9180 -22.1790 -5.2069
H -15.4887 -21.8676 -5.8027
C -10.6084 -18.9078 -5.8824
C -11.7202 -19.2672 -4.9191
C -12.7057 -18.1303 -4.6685
O -11.9973 -17.1081 -3.9861
C -12.8656 -16.0912 -3.5322
N -12.3801 -20.4573 -5.3969
H -10.9015 -18.8831 -6.9332
H -9.7980 -19.6426 -5.8449
H -10.1536 -17.9411 -5.6563
H -11.2697 -19.4665 -3.9346
H -13.5726 -18.4486 -4.0825
H -13.0359 -17.7781 -5.6534
H -13.3576 -15.6376 -4.4025
H -12.3157 -15.3026 -3.0243
H -13.6342 -16.5281 -2.8856
H -11.7269 -21.2223 -5.4980
H -13.1326 -20.7853 -4.8030
C -8.0216 -20.5098 -9.2987
C -9.2966 -19.6678 -9.4157
C -9.1513 -18.5021 -10.3634
O -8.2426 -17.5363 -9.8283
C -7.5897 -16.7515 -10.7854
N -10.4027 -20.5716 -9.8398
H -7.2791 -19.9370 -8.7375
H -7.6925 -20.8503 -10.2794
H -8.1652 -21.3854 -8.6659
H -9.5707 -19.3271 -8.4172
H -10.0869 -17.9527 -10.5217
H -8.7808 -18.8225 -11.3456
H -6.9150 -17.2988 -11.4532
H -6.9270 -16.0970 -10.2144
H -8.2633 -16.1107 -11.3633
H -11.2683 -20.0824 -9.6077
H -10.3721 -20.4943 -10.8593
C -6.8285 -25.7066 -8.6455
C -7.1029 -25.1001 -10.0103
C -8.3794 -25.6276 -10.6126
O -8.4127 -27.0397 -10.5312
C -9.6365 -27.5411 -11.0620
N -7.1405 -23.6287 -9.8534
H -5.9046 -25.3527 -8.1803
H -6.6707 -26.7599 -8.8923
H -7.6168 -25.5767 -7.9033
H -6.2964 -25.4285 -10.6807
H -8.4686 -25.2685 -11.6491
H -9.2655 -25.2719 -10.0712
H -10.4863 -27.1017 -10.5327
H -9.6813 -28.6053 -10.8372
H -9.6078 -27.3551 -12.1356
H -6.2636 -23.3834 -9.4056
H -7.1124 -23.2149 -10.7827
C -10.1459 -24.6640 -15.8069
C -11.6447 -24.6983 -15.4331
C -11.9271 -24.0592 -14.0745
O -11.5568 -24.9506 -13.0515
C -11.9037 -24.4542 -11.7784
N -12.4482 -23.9811 -16.4344
H -10.0069 -24.8877 -16.8622
H -9.6496 -25.4409 -15.2181
H -9.7117 -23.7069 -15.5131
H -11.9357 -25.7497 -15.4317
H -13.0124 -23.8991 -14.0438
H -11.5063 -23.0467 -14.0217
H -12.9919 -24.3883 -11.6851
H -11.3938 -23.5094 -11.5600
H -11.5456 -25.0899 -10.9683
H -12.0715 -23.0387 -16.4777
H -12.3428 -24.4070 -17.3450
C -16.2780 -26.0332 0.9216
C -15.2287 -24.9317 0.9013
C -13.8546 -25.3529 0.3483
O -12.9562 -24.2643 0.4058
C -11.7952 -24.4609 -0.3572
N -15.8075 -23.7777 0.2591
H -16.4207 -26.4520 -0.0760
H -17.1535 -25.7408 1.4959
H -15.9234 -26.8783 1.5278
H -15.0787 -24.6507 1.9517
H -14.0043 -25.6757 -0.6905
H -13.4310 -26.1123 1.0180
H -11.5673 -25.5218 -0.4971
H -10.9322 -24.1409 0.2386
H -11.7170 -23.9057 -1.2943
H -16.3195 -23.9313 -0.6033
H -15.1120 -23.0557 0.1183
C -17.9986 -26.2597 -3.0399
C -16.7995 -25.3772 -3.3472
C -16.4810 -25.2152 -4.8462
O -15.4383 -24.2951 -5.1282
C -14.1547 -24.8672 -4.9937
N -17.1490 -24.0424 -2.8678
H -18.8967 -25.8765 -3.5285
H -18.2100 -26.3578 -1.9760
H -17.8101 -27.2792 -3.3887
H -15.9214 -25.7349 -2.8000
H -17.3395 -24.7446 -5.3411
H -16.4137 -26.1093 -5.4820
H -13.8694 -25.0195 -3.9426
H -13.3830 -24.2167 -5.4049
H -14.0961 -25.8646 -5.4432
H -18.1184 -23.8189 -3.0449
H -16.5560 -23.3316 -3.2790
C -6.9730 -24.8652 -0.8786
C -6.4685 -26.1869 -0.2786
C -5.8826 -26.0548 1.1303
O -5.2331 -27.2750 1.4231
C -4.9193 -27.3430 2.7997
N -7.5289 -27.2002 -0.3229
H -7.1603 -25.0236 -1.9396
H -6.1769 -24.1298 -0.7432
H -7.8543 -24.5152 -0.3388
H -5.6793 -26.4747 -0.9869
H -6.7547 -25.7594 1.7238
H -5.1742 -25.2232 1.1417
H -4.4102 -28.2765 3.0391
H -5.8365 -27.4254 3.3978
H -4.3494 -26.4639 3.1075
H -7.8977 -27.3874 -1.2483
H -7.1142 -28.0547 0.0327
C -10.8550 -29.2289 -7.7647
C -12.1992 -29.7346 -7.2225
C -13.4154 -29.1818 -7.9689
O -13.5203 -27.8028 -7.6960
C -14.4448 -27.1440 -8.5334
N -12.1739 -31.1965 -7.2193
H -10.0900 -29.7394 -7.1749
H -10.7503 -28.1478 -7.7892
H -10.6577 -29.5906 -8.7794
H -12.1842 -29.3954 -6.1784
H -14.2756 -29.7817 -7.6541
H -13.2368 -29.2998 -9.0430
H -14.5397 -26.0915 -8.2807
H -15.4213 -27.6305 -8.5862
H -14.0128 -27.1461 -9.5445
H -12.9876 -31.5832 -6.7525
H -11.3833 -31.5444 -6.6911
C -13.7229 -22.5933 -9.4238
C -15.1401 -22.8947 -9.8662
C -16.0094 -23.3219 -8.6935
O -17.3337 -23.5405 -9.1454
C -18.1252 -24.2038 -8.2057
N -15.7333 -21.6938 -10.5028
H -13.1042 -22.0515 -10.1371
H -13.2446 -23.5247 -9.1014
H -13.7806 -21.9500 -8.5359
H -15.1579 -23.7100 -10.5985
H -15.9862 -22.5206 -7.9469
H -15.6102 -24.2210 -8.2165
H -17.8137 -25.2408 -8.0094
H -19.1356 -24.3238 -8.5938
H -18.1639 -23.7328 -7.2189
H -14.9630 -21.3013 -11.0421
H -15.8173 -20.9872 -9.7682
C -3.3613 -17.4514 -3.1606
C -3.9191 -18.4556 -4.1772
C -5.3617 -18.9289 -3.9085
O -5.6417 -20.0255 -4.7281
C -7.0250 -20.2983 -4.7830
N -3.7922 -17.8272 -5.5266
H -3.5574 -17.7973 -2.1427
H -3.9524 -16.5304 -3.2080
H -2.3218 -17.2071 -3.3502
H -3.2961 -19.3514 -4.2189
H -6.0246 -18.0695 -4.0803
H -5.4768 -19.1353 -2.8357
H -7.6347 -19.4491 -5.1015
H -7.2771 -20.6100 -3.7582
H -7.2692 -21.1705 -5.3905
H -4.4813 -18.3679 -6.0550
H -4.2132 -16.9013 -5.4701
*
```

Properties
energy above the lowest of the compared OMol25 structures with the same formula, charge and spin = 2.525 eV
max |F| = 1.968 eV Å⁻¹
highest occupied orbital energy = -8.785 eV


# 4
6 unconnected molecules or ions with the total composition C6H21NO6 at a distorted geometry. Source: the Open Molecules 2025 dataset; level of theory: ωB97M-V with the def2-TZVPD basis set.

```
! wB97M-V def2-TZVPD RIJCOSX def2/J DEFGRID3
* xyz -1 2
C 1.7122 2.2052 -1.2820
N 1.3920 0.9000 -0.7923
C 0.5089 0.0706 -1.6620
C 0.8496 -1.4676 -1.6285
C 0.6724 -1.9876 -0.2367
C -0.2771 -2.8447 0.1122
C 0.6240 0.3606 -3.1582
O -0.2935 -0.0970 -3.9356
H 0.8728 2.9109 -1.2792
H 2.3980 2.6702 -0.5601
H 2.1503 2.2875 -2.2694
H 2.0995 0.3193 -0.3755
H -0.5357 0.2342 -1.3410
H 0.1709 -2.0073 -2.2928
H 1.7607 -1.5796 -2.2201
H 1.3538 -1.6114 0.5169
H -1.0318 -3.1834 -0.5918
H -0.5179 -3.1561 1.1259
H 1.3565 1.0446 -3.5910
H -2.4109 -0.7341 0.3244
H -3.2777 0.1113 -0.6417
O -2.3932 -0.1310 -0.4102
H 1.5687 0.8576 2.0266
H 2.4256 2.1733 2.1010
O 2.4058 1.2484 2.3418
H -1.0125 0.4318 1.4923
H 0.2419 0.5260 0.5383
O -0.0635 0.5288 1.4673
H -0.3581 0.4967 3.3607
H -0.9627 -0.6637 3.8939
O -1.1841 0.2756 3.8382
H -3.8317 0.4241 2.1808
H -2.5071 0.3667 2.9166
O -3.1162 -0.1813 2.4018
*
```

Properties
energy above the lowest of the compared OMol25 structures with the same formula, charge and spin = 1.629 eV
expectation value of S² = 0.753
max |F| = 2.064 eV Å⁻¹
highest occupied orbital energy (spin up / spin down) = 0.158 / -3.297 eV


# 5
A molecular structure, C4H7LiO2Tl at a distorted geometry. Source: the Open Molecules 2025 dataset; level of theory: ωB97M-V with the def2-TZVPD basis set.

```
! wB97M-V def2-TZVPD RIJCOSX def2/J DEFGRID3
* xyz 2 2
H -2.0704 -1.8336 -2.3743
C -0.1513 -0.7256 0.7699
C 1.2943 -0.4279 0.5239
C 0.9256 0.9750 0.7975
C 0.0791 1.7831 -0.1277
O -0.2290 1.0228 -1.2204
O -0.8824 -1.3396 -0.0835
Li -1.8511 -2.8213 -0.7376
Tl -1.1595 -0.4353 -1.8713
H -0.4747 -0.8196 1.8169
H 1.9609 -0.8683 1.2726
H 1.5973 -0.6513 -0.5059
H 1.1003 1.3800 1.7962
H 0.7081 2.6460 -0.4431
H -0.8473 2.1155 0.3867
*
```

Properties
energy above the lowest of the compared OMol25 structures with the same formula, charge and spin = 0.000 eV
expectation value of S² = 0.756
max |F| = 5.545 eV Å⁻¹
highest occupied orbital energy (spin up / spin down) = -16.812 / -19.083 eV


# 6
C17H21NO3 in the gas phase at a distorted geometry. Source: the Open Molecules 2025 dataset; level of theory: ωB97M-V with the def2-TZVPD basis set.

```
! wB97M-V def2-TZVPD RIJCOSX def2/J DEFGRID3
* xyz 0 1
C 4.2164 -3.1551 1.3301
C 2.9100 -2.4018 1.5472
C 1.9604 -2.5461 0.3467
C 1.3039 -3.9391 0.2609
C -0.1922 -3.8666 0.5588
C -0.4051 -2.9752 1.7747
C -0.0563 -1.5304 1.3975
N 0.9615 -1.4900 0.3677
C 1.0151 -0.5291 -0.5918
O 1.7917 -0.5953 -1.5332
C 0.1043 0.6287 -0.4298
C -0.2971 1.3156 -1.5045
C -1.1390 2.4959 -1.5337
C -1.4577 3.0559 -2.7720
C -2.2547 4.1870 -2.8984
C -2.7302 4.7482 -1.7374
C -2.4215 4.2003 -0.4894
C -1.6377 3.0860 -0.3582
O -3.0195 4.9485 0.4921
C -3.7064 5.9844 -0.1748
O -3.5255 5.8475 -1.5680
H 4.8712 -3.0314 2.1898
H 4.7283 -2.7743 0.4498
H 4.0372 -4.2181 1.1872
H 3.1327 -1.3403 1.6789
H 2.4279 -2.7595 2.4589
H 2.5433 -2.3587 -0.5612
H 1.7767 -4.6019 0.9872
H 1.4592 -4.3673 -0.7296
H -0.5840 -4.8683 0.7404
H -0.7254 -3.4443 -0.2954
H 0.2263 -3.3273 2.5918
H -1.4405 -3.0149 2.1153
H -0.9559 -1.0516 1.0030
H 0.2705 -0.9743 2.2874
H -0.1534 0.9297 0.5733
H 0.0344 0.9518 -2.4693
H -1.0675 2.5941 -3.6661
H -2.4921 4.6100 -3.8599
H -1.4157 2.6880 0.6166
H -3.3128 6.9601 0.1533
H -4.7807 5.9290 0.0641
*
```

Properties
energy above the lowest of the compared OMol25 structures with the same formula, charge and spin = 1.761 eV
structure (SMILES) = CC[C@H]1CCCCN1C(=O)/C=C/c1ccc2c(c1)OCO2
max |F| = 1.305 eV Å⁻¹
highest occupied orbital energy = -7.979 eV